Entry 1:
Density functional theory data (wB97M-V/def2-TZVPD) for the molecule C2H2N3P.

Summary:
- relative energy (zero: lowest compared OMol25 entry of this formula, charge and spin) (eV) = 2.283
- E_LUMO (eV) = -1.6
- HOMO (eV) = -10.16
- frontier orbital gap (eV) = 8.5
- SMILES = N#CN(P)C#N
- electronic energy (Ha) = -582.9332

Geometry as ORCA input:
```
! RIJCOSX wB97M-V def2-TZVPD def2/J DEFGRID3
* xyz 0 1
N 0.24 -0.18 0.19
C 1.12 -1.09 0.01
N -1.75 -0.73 1.52
H -1.04 1.05 -1.49
C -0.83 -0.58 0.85
H 0.04 2.02 0.14
P 0.26 1.41 -1.10
N 1.95 -1.90 -0.12
*
```

***

Entry 2:
Density functional theory data (wB97M-V/def2-TZVPD) for a cluster of 10 separate species, C35H57N3O19 in total.

Summary:
- relative energy (zero: lowest compared OMol25 entry of this formula, charge and spin) (eV) = 4.348
- E_LUMO (eV) = 0.2
- HOMO (eV) = -10.20
- frontier orbital gap (eV) = 10.4
- SMILES = CCOC(C)=O.CCOC(C)=O.O=C1OCCO1.O=C1OCCO1.O=C1OCCO1.O=C1OCCO1.O=C1OCCO1.CCCC#N.CCCC#N.CCCC#N
- electronic energy (Ha) = -2961.5653

Geometry as ORCA input:
```
! RIJCOSX wB97M-V def2-TZVPD def2/J DEFGRID3
* xyz 0 1
H -1.53 -1.73 0.97
C -8.17 1.27 0.30
N -7.98 2.32 0.75
C 7.53 0.88 5.11
H -10.67 1.29 0.82
H 11.48 -11.70 4.37
H -10.13 -1.48 -0.25
C 6.67 1.36 3.03
O -0.33 -0.01 1.22
O 6.04 1.24 1.98
C 7.53 8.09 -2.01
C -1.98 -5.05 -6.03
H 7.12 -8.61 6.53
H 8.09 7.16 -2.14
H -4.37 1.77 -9.44
H -7.91 -0.32 -1.11
O 1.58 2.83 7.51
C -1.20 11.87 0.80
O -1.15 12.19 1.97
O 7.20 2.48 3.49
H 1.52 -2.00 1.65
H -0.38 12.24 -1.87
H -1.35 3.75 4.55
H 5.49 8.06 -2.78
H 0.46 -3.33 1.07
H -7.34 1.99 -8.89
C 6.08 7.71 -1.94
H -5.47 1.60 -6.65
C -0.16 1.85 -0.32
H -2.16 -6.07 -6.36
H -0.18 2.03 -1.39
H -2.06 12.04 -2.20
O 6.91 0.31 3.94
H -2.72 -4.39 -6.49
C 7.94 2.25 4.63
H -3.84 1.56 -7.23
H -0.85 -1.49 2.55
H 6.94 -7.65 5.03
C 10.40 -9.92 4.96
H -2.24 -4.96 -4.98
H 0.37 5.16 4.46
N -4.58 4.56 -7.00
H -6.59 1.87 -10.36
O -4.21 -8.61 2.60
O -5.93 -7.68 1.55
H 6.09 6.62 -1.90
H -7.97 -0.79 0.44
H 11.16 -9.69 5.71
O 9.70 -7.33 5.10
H -0.90 2.44 0.21
H 10.66 -9.41 4.03
C -4.83 1.96 -7.45
H 6.82 0.91 5.94
H 7.84 8.81 -2.76
C -5.21 1.53 -8.79
H 0.89 -2.02 0.07
C 0.80 3.46 6.77
C -7.54 -9.14 2.09
C 10.50 -11.46 4.78
C -7.33 -7.78 1.44
H -8.00 -9.77 1.33
C -8.45 -0.07 -0.21
H -10.17 -0.13 -1.44
O -0.25 2.91 6.17
H -2.16 10.01 -1.21
C -1.19 10.47 -1.00
C -0.63 -1.39 1.49
H -0.42 -3.62 -5.93
O -1.58 12.58 -0.21
H -8.25 -9.04 2.91
H -0.43 10.03 -1.65
C -10.91 0.25 0.63
C -9.97 -0.42 -0.41
C 6.72 8.67 -0.04
C -4.68 3.39 -7.16
C -0.50 -4.67 -6.19
H -5.32 0.44 -8.76
H 9.75 -11.86 4.10
O -0.90 10.63 0.34
N -0.57 -3.40 -9.52
H -0.59 6.02 5.63
O 9.11 -9.51 5.34
C -0.46 0.38 -0.07
O 6.74 9.28 1.00
C -1.32 11.92 -1.42
C -0.29 -4.13 -8.68
C 8.90 -8.19 5.37
H 7.54 -6.91 6.48
H -0.05 -5.25 -5.38
H -7.74 -7.74 0.42
C 7.56 -7.83 5.90
H -1.83 4.17 6.32
O 7.83 8.51 -0.74
O -1.07 -0.25 -0.95
O 5.62 8.34 -0.74
H 7.90 3.00 5.41
C -0.07 5.08 5.46
C -1.06 3.92 5.59
H 10.38 -12.09 5.67
O -6.24 -9.60 2.39
H 1.18 -4.85 -7.49
H -7.75 -6.96 2.02
H -11.93 0.32 0.24
C 0.11 -5.07 -7.56
C 0.62 -2.25 1.10
H -10.88 -0.27 1.59
H 0.86 2.08 0.00
H 8.35 0.26 5.47
C -5.36 -8.64 2.18
H -0.09 -6.12 -7.78
C -6.40 2.27 -9.36
H 9.00 2.19 4.36
H -6.19 3.32 -9.51
O 0.93 4.73 6.39
*
```

***

Entry 3:
Density functional theory data (wB97M-V/def2-TZVPD) for the molecule C4H11NS.

Summary:
- relative energy (zero: lowest compared OMol25 entry of this formula, charge and spin) (eV) = 1.842
- E_LUMO (eV) = 1.0
- HOMO (eV) = -8.76
- frontier orbital gap (eV) = 9.7
- SMILES = CN[C@H](C)CS
- electronic energy (Ha) = -611.8744

Geometry as ORCA input:
```
! RIJCOSX wB97M-V def2-TZVPD def2/J DEFGRID3
* xyz 0 1
C -0.40 0.31 0.15
C 0.19 0.97 1.45
H 1.20 1.19 1.41
H -0.44 1.65 1.84
H -1.22 -0.46 0.47
C -2.29 1.45 -0.85
H -2.75 0.73 -1.58
H 2.20 -2.37 -0.50
H -2.70 2.40 -1.38
H 1.43 0.11 -1.09
S 1.36 -1.80 0.35
C 0.61 -0.49 -0.60
H -2.62 1.20 0.11
N -0.78 1.35 -0.86
H -0.02 -1.05 -1.42
H -0.32 2.26 -0.75
H 0.19 0.21 2.33
*
```